Record 1
Density functional theory data (ωB97M-V/def2-TZVPD) for 5 unconnected molecules or ions with the total composition C25H43F2O14PS2Si at a distorted geometry.

Each line ends with the Mulliken charge.
Atoms and positions in Å:
C (2.911, -0.798, 0.329)  -0.557
H (0.455, -1.636, 0.779)  0.331
H (-1.596, -3.262, 3.795)  0.249
H (6.704, 1.161, 0.106)  0.291
H (1.009, 2.470, -2.250)  -0.173
H (2.742, 2.568, -2.318)  0.340
H (-0.131, 0.610, 0.013)  -0.222
H (-3.613, 1.446, -0.070)  0.091
S (6.324, 1.758, 3.543)  -0.407
C (2.305, 3.655, 0.446)  -1.127
H (-3.463, -0.884, 3.392)  0.338
O (5.169, 3.181, 1.260)  -0.467
C (4.620, 0.835, -0.405)  -0.250
O (1.143, 4.274, -3.813)  -0.590
S (2.974, -1.235, 3.119)  1.323
H (-1.001, 5.823, -3.153)  0.199
H (-2.788, 5.808, -5.288)  0.404
C (-3.498, -7.976, 2.114)  0.536
O (2.018, -0.622, 3.976)  -0.625
H (-4.646, 1.140, -1.465)  0.434
O (4.151, -0.231, 2.749)  -0.358
H (-2.233, 3.243, -6.108)  0.361
H (5.931, -0.051, 1.134)  0.274
C (2.247, -1.553, 1.495)  -0.602
H (-2.533, -8.125, -1.069)  0.334
H (5.061, 4.122, 1.429)  0.398
P (4.770, 2.318, 2.548)  0.286
H (-1.687, -0.894, 3.560)  0.243
H (-4.336, -3.540, 2.479)  0.229
H (3.158, 4.119, -0.038)  0.207
H (3.772, -1.405, 0.052)  0.650
H (2.685, 1.162, 2.483)  1.035
C (5.966, 0.364, 0.132)  -1.450
H (-1.934, 0.756, -1.615)  0.166
H (0.378, 1.106, 1.618)  0.335
H (2.349, 3.755, 1.529)  0.450
H (4.678, 1.881, -0.701)  0.547
H (-2.764, 1.490, -3.001)  0.285
H (-3.773, -6.374, 0.705)  0.275
C (-3.818, 1.743, -1.099)  -0.374
H (-0.351, 2.272, 0.531)  0.534
C (-2.435, -1.583, 1.666)  0.608
C (-3.245, -3.577, 2.447)  -0.203
C (-0.872, 5.588, -4.206)  -0.511
O (-1.822, 2.815, -1.732)  -0.213
H (2.451, -2.616, 1.352)  0.469
C (-2.912, -9.552, 0.556)  -0.403
H (2.014, 0.993, -2.461)  0.510
O (-2.281, 4.930, -1.180)  -0.634
C (0.326, 1.420, 0.575)  -0.558
H (-3.162, -3.032, 4.568)  0.374
C (0.104, 4.441, -4.377)  0.712
O (-0.358, 3.581, -5.321)  -0.395
O (3.599, -2.439, 3.556)  -0.703
C (-2.142, 5.046, -4.857)  -0.010
H (-2.934, -4.612, 2.342)  0.093
C (-3.103, -7.214, 0.864)  -0.301
C (3.653, 0.928, 2.026)  -2.031
H (-2.080, -6.853, 0.990)  0.266
C (-2.546, -1.433, 3.169)  -0.378
H (4.266, 3.950, 3.778)  0.404
H (-1.842, -9.756, 0.630)  0.249
H (-3.409, -10.429, 0.151)  0.326
O (3.772, 3.182, 3.462)  -0.476
C (-3.206, -8.277, -0.228)  -0.600
C (-2.554, 1.590, -1.934)  -0.287
H (-4.647, 3.540, -2.039)  0.234
H (6.340, -0.417, -0.529)  0.487
H (-1.332, 4.585, -6.835)  0.290
H (-4.225, -8.309, -0.615)  0.276
H (-4.516, 3.655, -0.268)  0.352
O (-3.814, -7.522, 3.173)  -0.565
Si (2.008, 1.877, -0.099)  -0.146
H (1.407, 4.186, 0.126)  0.410
O (0.871, -1.355, 1.600)  -0.440
O (-3.418, -9.306, 1.880)  -0.364
F (2.010, -0.873, -0.717)  -0.409
C (-1.576, 4.084, -5.896)  -0.551
C (-4.058, 3.252, -1.166)  -0.491
F (4.359, 0.145, -1.591)  -0.415
C (3.398, 0.655, 0.543)  2.765
O (-2.798, -2.830, 1.296)  -0.309
C (-2.608, -2.884, 3.645)  -0.615
H (-2.723, 4.491, -4.118)  -0.217
H (-0.477, 6.457, -4.735)  0.353
O (-2.102, -0.746, 0.876)  -0.580
C (1.917, 1.950, -1.958)  -0.739
C (-2.653, 3.803, -1.334)  0.425

The SMILES is C[C@@H](F)[C@@]1([Si](C)(C)C)[C@H](F)[C@H](O)S(=O)(=O)O[C@H]1P(O)(O)=S.O=C1CCCO1.O=C1CCCO1.O=C1CCCO1.O=C1CCCO1. The calculation puts the relative energy (zero: lowest compared OMol25 entry of this formula, charge and spin) at 0.0 kJ/mol. The calculation puts the HOMO energy at -8.97 eV. The energy comes out at -3658.8503 hartree. The value obtained for the molar mass is 728.79 g/mol.

Record 2
Density functional theory data (ωB97M-V/def2-TZVPD) for a molecular structure, C25H43F3P2Sc at a distorted geometry.

Each line ends with the Mulliken charge.
Atoms and positions in Å:
C (-2.600, -2.671, 2.941)  -1.443
C (2.578, -1.379, 2.176)  0.353
H (1.457, 0.927, 5.265)  0.373
H (1.845, -0.100, -4.357)  0.223
C (2.303, 1.800, 0.274)  -1.492
C (1.676, 1.854, -5.300)  -0.942
H (-2.235, 2.681, -5.747)  0.413
H (1.279, -0.125, -6.026)  0.397
H (-2.248, 0.869, -4.364)  0.374
C (0.508, 3.509, -3.762)  -0.637
Sc (0.256, -0.753, 2.192)  -0.762
H (0.114, 0.194, -2.104)  -0.239
C (-0.535, -1.725, 4.206)  0.314
H (-0.419, -0.686, -4.067)  0.465
C (-1.683, -1.571, 3.354)  0.803
H (-0.248, -3.121, 5.802)  0.342
H (-2.123, -1.563, -0.851)  0.357
H (-0.735, 4.553, -5.193)  0.338
H (-2.270, -3.196, -0.134)  0.388
C (0.997, -1.653, -1.289)  -1.020
C (-3.015, 0.409, 2.349)  -1.661
H (-1.224, 2.524, 3.045)  0.268
H (2.035, -1.984, -1.110)  0.406
H (-0.374, 2.909, 0.557)  0.447
C (0.944, -0.114, -1.438)  -0.505
C (-0.650, 2.021, 3.839)  -1.530
H (0.480, -4.560, -0.663)  0.453
C (-0.777, 3.668, -4.527)  -0.630
C (-0.408, 2.163, -0.250)  -0.999
C (1.561, 2.759, -4.107)  -0.198
F (3.377, -0.394, 2.750)  -0.299
C (0.458, -4.070, 0.318)  -1.355
C (-1.238, 1.148, -4.692)  -0.126
H (1.447, -4.141, 0.800)  0.343
H (-0.280, -4.576, 0.960)  0.370
H (-3.913, 0.497, 2.972)  0.317
H (-3.284, -2.952, 3.757)  0.343
H (2.385, 2.445, -0.611)  0.418
H (-1.433, 1.774, -0.310)  0.337
H (-0.581, 2.429, -6.298)  0.309
H (0.635, -2.145, -2.209)  0.625
H (1.074, -3.090, 4.619)  0.292
H (-2.032, -3.570, 2.664)  0.320
H (-0.471, -3.864, 4.210)  0.337
H (-3.218, -2.369, 2.084)  0.300
H (1.171, 2.281, -6.177)  0.305
F (2.861, -2.526, 2.912)  -0.301
H (0.590, 4.204, -2.917)  0.647
H (-1.451, -2.983, -1.718)  0.483
H (1.976, -0.771, 5.231)  0.280
C (-1.207, 2.473, -5.398)  -0.979
P (0.770, 0.829, 0.167)  1.353
P (-0.026, -2.328, 0.110)  1.254
C (-0.014, -3.014, 4.734)  -1.577
C (1.119, -0.104, 5.398)  -1.369
H (2.747, 1.785, -5.566)  0.433
H (2.258, 2.428, 1.177)  0.415
H (3.173, 1.138, 0.347)  0.415
C (-0.019, -0.419, 4.495)  0.831
C (-0.224, 0.287, -4.533)  -0.618
H (-2.775, 1.405, 1.971)  0.338
C (1.174, 0.418, -5.066)  -0.357
H (-0.148, 2.650, -1.204)  -0.044
H (2.505, 2.848, -3.552)  0.391
H (0.828, -0.217, 6.457)  0.363
C (-1.628, -2.536, -0.733)  -1.452
H (1.871, 0.249, -1.918)  0.546
H (-1.570, 3.897, -3.791)  0.305
H (-3.281, -0.235, 1.497)  0.347
H (-0.974, 2.439, 4.803)  0.342
F (3.170, -1.611, 0.929)  -0.222
C (-0.833, 0.545, 3.789)  0.667
H (0.409, 2.282, 3.707)  0.388
C (-1.884, -0.175, 3.125)  0.629

The calculation puts the relative energy (zero: lowest compared OMol25 entry of this formula, charge and spin) at 0.0 kJ/mol. Its total charge is +1. The calculation puts the HOMO energy at -11.51 eV. The energy comes out at -2721.2473 hartree. The value obtained for the molar mass is 507.52 g/mol.

Record 3
Density functional theory data (ωB97M-V/def2-TZVPD) for 3 unconnected molecules or ions with the total composition C25H43N2O5PS at a distorted geometry.

Each line ends with the Mulliken charge.
Atoms and positions in Å:
H (-1.416, 1.496, -3.053)  0.314
N (5.449, 4.430, 2.327)  -0.553
O (0.960, 2.874, 3.201)  -0.263
C (-2.153, -3.065, -0.217)  -0.863
H (-4.407, -6.677, -3.717)  0.309
H (2.606, 5.111, 3.312)  0.220
H (3.472, 2.671, 3.994)  0.248
C (-4.882, 1.353, -3.552)  -0.433
C (0.943, 3.805, 4.296)  0.591
H (-5.217, 1.744, -2.586)  0.239
H (1.132, 6.086, 3.985)  0.302
H (-0.963, -4.631, -2.182)  0.362
C (-4.690, -6.275, -2.740)  -1.302
H (-1.616, 3.440, -1.355)  0.304
H (-2.879, -3.318, -2.964)  -0.039
H (-5.497, 1.846, -4.312)  0.359
C (-2.607, 3.062, -1.087)  -1.410
C (-5.143, -0.146, -3.615)  -0.901
H (-2.674, -4.767, -3.921)  0.378
H (6.588, -1.161, 3.329)  0.388
O (0.241, 3.646, 5.355)  -0.549
O (8.125, 1.374, 3.338)  -0.515
C (-2.965, -4.410, -2.926)  -0.322
H (-1.163, -2.685, -0.487)  0.240
H (0.422, 1.451, -0.443)  0.131
H (-3.353, 3.608, -1.670)  0.363
H (3.532, 0.898, 4.498)  0.484
C (6.245, 0.997, 0.949)  -0.663
C (1.166, 0.681, -0.856)  -0.730
H (-1.502, -5.062, 0.189)  0.351
C (-3.417, 1.720, -3.800)  -0.911
C (-2.424, 1.162, -2.775)  -0.251
H (0.712, -0.129, -1.531)  0.288
S (6.137, 2.154, 5.359)  -0.366
H (-3.125, 1.362, -4.795)  0.391
H (2.394, 5.392, 5.142)  0.292
P (6.465, 1.067, 3.764)  0.674
C (-4.430, -4.777, -2.677)  -0.261
C (-2.696, 1.561, -1.323)  -0.204
H (7.221, 0.742, -1.284)  0.383
H (-2.782, 3.290, -0.031)  0.385
H (-6.205, -0.350, -3.460)  0.411
H (-4.586, -0.687, -2.845)  0.036
C (2.565, 0.330, 0.042)  0.305
C (-1.969, -4.966, -1.902)  -0.741
O (6.386, -0.602, 4.137)  -0.535
N (3.930, -1.702, 2.086)  -0.627
O (1.204, -0.181, 0.512)  -0.366
H (-1.951, -6.059, -1.968)  0.318
H (1.115, 0.799, 2.869)  0.229
H (3.905, 2.205, 0.178)  0.399
H (-2.900, -2.521, -0.800)  0.073
H (1.126, 1.332, 4.639)  0.328
C (6.934, 0.803, -0.162)  -0.535
H (3.364, -0.447, -0.444)  0.290
H (-3.220, -4.934, -0.126)  0.279
H (-4.764, -4.385, -1.711)  0.255
C (3.196, 1.692, 0.921)  -0.515
H (-3.330, 2.811, -3.838)  0.345
H (-1.958, 1.064, -0.683)  0.215
H (-2.407, 0.069, -2.841)  0.108
C (3.163, 1.602, 3.643)  -0.585
H (-4.860, -0.548, -4.592)  0.298
C (1.552, 1.590, 3.586)  -0.619
H (-5.752, -6.479, -2.585)  0.386
H (-5.045, -4.283, -3.437)  0.344
C (-2.240, -4.566, -0.450)  -0.463
C (1.817, 5.162, 4.165)  -0.787
H (-4.133, -6.816, -1.970)  0.287
H (8.481, 1.988, 4.036)  0.338
C (3.821, -0.492, 2.265)  -0.369
C (5.447, 1.584, 2.246)  1.513
C (5.471, 3.217, 2.190)  -0.109
H (-3.677, 1.195, -1.001)  0.359
C (3.891, 1.143, 2.272)  1.125
H (2.298, 2.390, 1.080)  0.141
H (-2.327, -2.837, 0.838)  0.409

The SMILES is C#C[C@@](C#N)([C@@](C#N)(CCOC(C)=O)C[C@@H]1CO1)P(O)(O)=S.CCCCCC.CCCCCC. The calculation puts the relative energy (zero: lowest compared OMol25 entry of this formula, charge and spin) at 712.6 kJ/mol. The calculation puts the HOMO energy at -9.63 eV. The energy comes out at -2203.3093 hartree. The value obtained for the molar mass is 514.67 g/mol.

Record 4
Density functional theory data (ωB97M-V/def2-TZVPD) for a molecular structure, C25H43N7O10Sr at a distorted geometry.

Each line ends with the Mulliken charge.
Atoms and positions in Å:
C (3.077, 0.759, -0.304)  -0.800
N (4.092, -2.078, 2.634)  0.278
H (6.077, -1.511, 2.546)  0.417
C (-0.185, -0.416, -3.760)  0.263
N (0.186, 2.775, 1.299)  1.345
C (0.164, 2.025, 3.803)  -0.112
C (5.721, -3.260, 1.308)  -0.914
H (1.343, 3.568, 2.876)  0.390
Sr (-0.195, -0.664, -0.781)  1.971
N (-2.230, 1.076, 0.435)  2.016
H (-2.103, 0.003, -2.926)  0.337
C (3.732, -0.973, 3.490)  -1.190
C (-1.380, -1.402, 4.396)  -0.901
H (1.342, -4.248, 1.182)  0.264
H (6.626, -3.159, 0.708)  0.415
H (3.938, -0.018, 3.000)  0.333
H (-4.160, 0.384, 0.969)  0.345
C (-3.191, -1.217, -0.125)  0.525
C (-1.735, 2.316, -1.691)  -1.487
C (0.466, 2.116, -2.661)  -1.958
H (4.296, -1.017, 4.427)  0.266
N (-0.724, 1.402, -2.194)  1.459
H (2.603, 2.118, -2.641)  0.323
H (2.666, -1.021, 3.707)  0.356
H (4.040, 1.134, -0.706)  0.261
C (3.099, -2.960, 2.275)  0.426
H (5.902, -3.957, 2.131)  0.338
H (0.277, 3.956, -0.414)  0.628
H (-2.801, -0.372, 1.812)  0.008
C (-1.191, 3.190, 1.496)  -2.013
C (2.237, -4.437, 0.595)  -1.041
H (-3.276, 0.884, -1.334)  0.745
H (4.411, -3.075, -0.399)  0.224
H (-1.499, 3.885, 0.708)  0.879
H (-2.486, -3.661, 3.565)  0.378
O (-0.417, -2.039, 1.022)  -1.157
O (-4.164, -1.960, 0.026)  -0.882
H (-2.104, -3.443, 1.829)  0.219
O (0.204, -0.331, -4.927)  -0.843
H (-1.308, 3.713, 2.457)  0.600
H (-2.337, -0.883, 4.509)  0.310
C (-2.770, 1.672, -0.776)  -1.620
H (4.777, -4.766, 0.071)  0.353
H (0.323, -0.910, 2.550)  0.147
C (1.788, 1.557, -2.133)  -1.291
H (0.519, 2.058, -3.757)  0.591
H (0.406, 3.178, -2.401)  0.754
H (5.172, -1.201, 1.045)  0.081
H (-1.583, 1.229, -4.128)  0.387
C (5.307, -1.912, 1.872)  -0.328
H (1.751, 1.902, 2.340)  -0.174
H (-1.301, -2.167, 5.172)  0.321
O (3.956, -1.263, -1.181)  -0.892
C (-1.262, 0.595, -3.280)  -0.626
H (-1.838, 1.413, 2.431)  0.193
C (0.930, 2.593, 2.541)  -0.114
C (2.167, 2.947, -0.169)  -1.629
C (4.566, -3.756, 0.452)  -0.325
N (3.370, -3.840, 1.265)  0.188
H (-3.156, 2.412, 1.772)  0.274
H (2.893, 2.886, 0.644)  0.568
O (0.204, -1.224, -2.890)  -0.792
C (-3.128, 0.005, 0.844)  -0.677
H (-1.231, 3.091, -1.126)  0.388
H (3.146, 0.748, 0.787)  0.017
N (1.953, 1.600, -0.690)  1.913
C (-2.362, -2.936, 2.757)  -1.008
O (-2.278, -1.319, -0.969)  -0.770
H (2.592, 3.608, -0.946)  0.353
N (-1.305, -2.011, 3.094)  0.472
H (-0.580, -0.665, 4.515)  0.204
H (-3.525, 2.443, -0.529)  0.324
O (-0.663, 2.774, 4.345)  -0.710
C (2.936, -0.735, -0.722)  0.289
O (2.070, -3.040, 2.931)  -0.748
C (-2.148, 1.999, 1.565)  -1.087
O (0.539, 0.903, 4.180)  -0.684
H (2.402, -5.513, 0.495)  0.315
H (1.862, 0.516, -2.442)  0.597
H (2.099, -3.988, -0.393)  0.264
C (0.922, 3.633, 0.404)  -1.394
O (1.839, -1.275, -0.492)  -1.094
H (-3.308, -2.411, 2.604)  0.315
H (1.268, 4.564, 0.914)  0.417
C (-0.417, -1.629, 2.175)  0.888
H (-2.284, 2.801, -2.524)  0.328

Its total charge is -2. The calculation puts the HOMO energy at -3.28 eV. The energy comes out at -2145.0973 hartree. The value obtained for the molar mass is 689.28 g/mol.

Which HOMO-LUMO gap belongs to each record? In order, 0.339 0.299 0.343 0.285 Ha.